# 1
{
  "formula": "C15H33Cl14N2O4S",
  "method": "ωB97M-V with the def2-TZVPD basis set",
  "species": ["C", "S", "O", "O", "C", "N", "C", "C", "C", "O", "C", "O", "C", "C", "N", "H", "H", "H", "H", "H", "H", "H", "H", "H", "H", "H", "H", "H", "H", "H", "H", "H", "H", "H", "C", "Cl", "Cl", "H", "H", "C", "Cl", "Cl", "H", "H", "C", "Cl", "Cl", "H", "H", "C", "Cl", "Cl", "H", "H", "C", "Cl", "Cl", "H", "H", "C", "Cl", "Cl", "H", "H", "C", "Cl", "Cl", "H", "H"],
  "xyz": [[1.18809, 2.31484, 3.72861], [-0.52242, 2.56941, 3.11043], [-1.42196, 2.08999, 4.19661], [-0.77073, 4.00221, 2.82521], [-0.62615, 1.51379, 1.60910], [0.60255, 1.78408, 0.78548], [0.35497, 1.35038, -0.62140], [1.61972, 1.34030, -1.52610], [1.51958, 0.07886, -2.44892], [1.75957, -1.14392, -1.74631], [-0.74626, 2.32150, -1.18211], [-1.66991, 2.73505, -0.17999], [-1.91845, 1.69272, 0.74763], [-3.19599, 1.99565, 1.56091], [-4.33640, 1.37253, 0.82497], [1.21102, 2.38198, 4.82600], [1.90695, 3.01518, 3.27895], [1.42324, 1.26678, 3.45683], [-0.57097, 0.46241, 1.94941], [1.42811, 1.33485, 1.19165], [0.75897, 2.80179, 0.75289], [-0.04105, 0.31942, -0.58380], [2.56502, 1.27051, -0.95989], [1.58486, 2.24405, -2.15816], [2.25006, 0.10479, -3.27723], [0.47684, 0.04102, -2.81923], [0.93813, -1.42149, -1.34975], [-1.23162, 1.86866, -2.06606], [-0.22281, 3.22524, -1.54595], [-2.08823, 0.72373, 0.23420], [-3.20803, 1.55822, 2.57071], [-3.38371, 3.07873, 1.54151], [-4.12232, 0.40436, 0.60634], [-5.15272, 1.32685, 1.42390], [-0.38269, -1.24526, 4.99656], [0.85746, -1.02695, 3.74508], [-0.64490, -2.95675, 5.33393], [-0.05391, -0.75110, 5.90463], [-1.31380, -0.80595, 4.65320], [-1.29114, -5.51913, 2.72390], [-0.06748, -5.25432, 1.47341], [-1.54267, -7.23904, 3.03157], [-0.95997, -5.04218, 3.63974], [-2.22776, -5.08126, 2.39435], [1.45216, -2.20810, -5.14919], [2.66490, -2.83837, -6.26834], [0.85784, -0.62147, -5.66608], [0.61224, -2.89805, -5.11097], [1.90016, -2.11227, -4.16388], [4.81241, -1.25706, 3.12041], [3.57180, -0.13340, 2.53308], [5.11489, -1.02948, 4.84201], [4.46909, -2.27265, 2.95287], [5.73129, -1.07766, 2.57255], [5.19635, 0.72474, -3.47222], [3.93459, 1.76506, -4.14609], [5.39103, 0.98645, -1.73316], [4.92408, -0.31247, -3.64224], [6.13498, 0.94787, -3.96789], [-5.43913, 4.19139, -1.29342], [-5.35718, 4.53329, -3.02594], [-5.10520, 5.63775, -0.33310], [-6.43430, 3.83225, -1.05323], [-4.70361, 3.43115, -1.05024], [-1.82778, -5.34059, -4.50286], [-1.52243, -3.60635, -4.68733], [-0.32357, -6.26393, -4.53789], [-2.32229, -5.50951, -3.55225], [-2.46342, -5.67116, -5.31744]],
  "forces_ev_per_a": [[-0.1390, -0.6192, -0.9691], [-1.9235, 3.0860, 4.2452], [1.7534, -0.5451, -2.5666], [1.1462, -2.7501, -0.9379], [-0.3757, -0.5930, 0.5189], [-0.4592, 0.4312, -0.1005], [-0.2157, -0.2084, -1.4179], [-0.4983, -0.6386, -0.2134], [-0.3180, 0.0635, 0.3302], [0.3875, 0.5986, 0.0179], [0.8290, 0.0585, -0.1494], [0.2059, -0.6245, -0.1322], [-0.0050, 0.3230, 0.5177], [-1.0279, -0.7560, -0.6990], [0.3901, 0.1031, -0.1981], [-0.4351, 0.1813, -0.4611], [-0.4046, -0.1139, 0.0941], [0.1030, 0.6807, 0.3216], [0.1303, 0.5245, 0.0644], [-0.0075, -0.0043, -0.0938], [0.0916, -0.0547, 0.1596], [0.1843, 0.4598, 0.3866], [-0.3536, 0.2180, -0.1642], [0.4196, -0.3201, 0.2907], [-0.6601, 0.2437, 0.5113], [0.5769, 0.1500, -0.4161], [-0.2654, -0.4064, 0.1621], [0.0202, -0.0229, 0.4709], [-0.3873, -0.2189, 0.2669], [0.1458, 0.4158, 0.0737], [0.7143, 0.6125, -0.1454], [0.3832, -0.2855, 0.4395], [-0.0160, 0.0135, 0.0366], [-0.0220, 0.2365, -0.0160], [-0.3689, -0.0571, 0.1552], [-0.1662, -0.3482, 0.0891], [-0.0030, 0.1285, 0.0844], [0.1109, -0.0664, -0.0643], [0.0715, -0.0142, -0.0430], [-0.1242, -0.0524, 0.1436], [0.0305, 0.1407, -0.0467], [-0.0334, 0.0812, 0.0204], [0.0719, -0.1035, -0.1012], [0.0457, -0.0814, -0.0717], [0.1034, -0.2403, 0.0595], [0.0004, -0.0044, 0.0787], [-0.1329, 0.0321, -0.0635], [0.3711, 0.2134, -0.1607], [0.0291, 0.0526, -0.0726], [0.3476, -0.3590, 0.2493], [0.1226, 0.2706, -0.3911], [-0.0313, -0.0225, -0.1357], [-0.1300, 0.0968, 0.0209], [-0.0884, 0.1450, 0.0039], [0.0543, -0.1225, -0.1062], [0.1776, 0.1284, -0.1801], [0.0337, -0.0476, 0.0521], [-0.0634, 0.0569, 0.0668], [-0.0508, 0.1027, 0.0655], [0.0244, -0.1272, 0.0169], [-0.0007, -0.0807, -0.0221], [0.0172, -0.0614, 0.1047], [0.0005, 0.1181, -0.0491], [0.0025, 0.0711, -0.0101], [-0.0411, -0.2666, 0.0280], [-0.4870, 0.0142, 0.0786], [-0.0599, 0.0017, 0.0143], [0.0968, 0.0759, 0.0039], [0.1021, 0.0869, -0.0451]],
  "fmax_ha_per_bohr": 0.109,
  "homo_ev": -12.482,
  "total_charge": 1,
  "total_energy_ev": -213401.001,
  "gap_ha": 0.3514
}

***

# 2
{
  "formula": "C5H13N",
  "method": "ωB97M-V with the def2-TZVPD basis set",
  "species": ["C", "C", "C", "N", "C", "C", "H", "H", "H", "H", "H", "H", "H", "H", "H", "H", "H", "H", "H"],
  "xyz": [[-0.28360, 0.54024, 1.92751], [-0.50836, 1.36625, 0.68798], [0.46807, 0.97929, -0.49252], [0.47741, -0.31689, -1.04742], [-0.68873, -0.79666, -1.72382], [0.93773, -1.32592, -0.17074], [-0.72027, 0.94688, 2.89053], [-0.51213, -0.60413, 1.88340], [0.87061, 0.52945, 1.99723], [-0.26315, 2.47165, 0.94830], [-1.59573, 1.27843, 0.52081], [1.50527, 1.20665, -0.30305], [0.15954, 1.56378, -1.33367], [-0.40307, -1.69804, -2.40969], [-1.13359, -0.03704, -2.38142], [-1.56585, -1.34182, -1.27282], [0.07397, -1.89817, 0.21350], [1.71857, -1.99048, -0.60113], [1.46332, -0.87346, 0.66703]],
  "forces_ev_per_a": [[2.3491, -1.7478, 1.5829], [0.2352, 0.8982, 0.3710], [-1.8472, 1.0454, 0.0099], [-0.8767, -1.5267, -0.1990], [-0.7710, -1.8688, -2.8804], [1.2318, -1.2445, 1.0116], [0.4620, -0.3469, -1.2327], [-0.0935, 2.2301, -0.1935], [-1.6098, 0.0356, 0.7673], [-0.5512, -1.7100, -0.4803], [0.4511, 0.3625, -0.9698], [0.2481, 0.4533, 0.6416], [-0.0328, 1.0874, -0.4498], [0.0779, 1.6753, 0.7042], [0.2836, -0.0661, 0.1342], [0.7061, 1.0039, 1.1520], [0.6083, -0.2244, 0.1100], [-0.7699, 0.0227, -0.2170], [-0.1010, -0.0792, 0.1379]],
  "smiles": "CCCN(C)C",
  "fmax_ha_per_bohr": 0.068,
  "homo_ev": -8.210,
  "total_energy_ev": -6884.212,
  "gap_ha": 0.3408
}

***

# 3
{
  "formula": "C9H24Cl2N5OP2Pm",
  "method": "ωB97M-V with the def2-TZVPD basis set",
  "species": ["C", "C", "H", "H", "H", "O", "Cl", "Pm", "P", "C", "C", "H", "H", "H", "H", "H", "H", "C", "H", "H", "H", "P", "C", "C", "H", "H", "H", "C", "H", "H", "H", "H", "H", "H", "Cl", "N", "N", "N", "C", "N", "N", "H", "H", "H"],
  "xyz": [[1.07645, -4.73875, -4.17155], [1.23615, -3.59874, -3.22242], [0.85686, -5.64326, -3.59451], [2.00052, -4.90510, -4.75005], [0.23836, -4.54989, -4.86301], [1.13497, -3.61016, -1.99744], [1.60000, -2.08760, -4.07474], [-0.08079, -0.14387, 0.22729], [2.52773, -0.01156, 0.65414], [2.91668, -0.41527, 2.36879], [3.23466, -1.24618, -0.48013], [4.33210, -1.17038, -0.33918], [4.25752, 1.56772, 0.32828], [2.91510, -1.03614, -1.51892], [2.83233, 1.89719, -0.80307], [2.49378, -1.40780, 2.61201], [2.83272, -2.25126, -0.24826], [3.15895, 1.64257, 0.22503], [4.01973, -0.39975, 2.41850], [2.71143, 2.38608, 0.91518], [2.45240, 0.32658, 3.04539], [-2.60939, 0.12881, -0.51607], [-3.71723, -0.22656, 0.85983], [-2.90068, 1.80957, -1.14632], [-2.07052, -0.88659, -2.65491], [-3.86325, -0.94286, -2.19894], [-2.63080, -2.10274, -1.46345], [-2.81886, -1.08434, -1.86047], [-2.14996, 2.03169, -1.93031], [-3.93678, 1.79154, -1.53343], [-4.73527, -0.14695, 0.43974], [-3.53517, 0.50185, 1.67139], [-2.75240, 2.54145, -0.32599], [-3.49667, -1.23405, 1.25701], [0.44652, 0.69621, -2.07059], [-1.45118, 4.56929, 3.45209], [-1.00869, 3.31356, 3.09813], [-0.64161, 2.43597, 4.09725], [-0.30780, 1.37040, 3.35008], [-0.46525, 1.58447, 1.99855], [-0.92808, 2.87373, 1.87176], [-1.73085, 5.14333, 2.66799], [-1.48862, 4.76208, 4.43673], [0.04490, 0.46570, 3.76859]],
  "forces_ev_per_a": [[-0.1285, -0.6682, 0.2126], [-0.1734, 0.0277, 2.2551], [0.0514, 0.1802, -0.1138], [-0.3975, 0.2691, 0.1597], [0.4449, 0.0840, 0.1890], [0.1311, 0.2179, -2.7986], [0.0095, 0.0097, 0.2229], [0.0613, -0.6634, -0.3735], [0.2755, 0.5007, -0.4372], [0.5458, -0.0218, 0.0169], [0.3601, 0.0295, 0.2067], [-0.4905, -0.5188, -0.4653], [-0.4333, 0.6367, -0.1962], [0.3785, 0.1420, 0.4987], [0.4189, -0.2396, 0.5278], [0.5005, 0.3322, -0.0660], [0.4865, 0.3831, 0.0614], [0.2599, -0.2370, 0.1896], [-0.4569, -0.2073, 0.7071], [0.4909, -0.3751, -0.2734], [0.5129, -0.2394, -0.3242], [0.0602, 0.6455, -0.2140], [-0.5409, 0.0042, -0.2374], [-0.3819, -0.1896, -0.0804], [-0.6242, 0.0397, 0.3432], [0.5654, -0.5742, -0.2822], [-0.4055, 0.4594, -0.2685], [-0.3280, 0.1631, 0.1378], [-0.6076, -0.1963, 0.2787], [0.4975, 0.6451, 0.0301], [0.1056, -0.2232, 0.8133], [-0.3003, -0.2250, -0.4642], [-0.3443, -0.4239, -0.4512], [-0.3968, 0.3522, -0.2590], [-0.1274, -0.0029, 0.4022], [0.6350, -1.6992, -1.4616], [0.0258, -0.2587, 1.2552], [-0.1223, 0.0377, -2.6190], [-0.8139, 2.1275, -1.0801], [-0.2723, 1.0450, 1.6838], [0.3260, -0.8084, 1.3954], [0.0029, 0.0737, 0.4581], [-0.0331, 0.0398, 0.0223], [0.2327, -0.6742, 0.3980]],
  "spin_multiplicity": 5,
  "fmax_ha_per_bohr": 0.055,
  "homo_ev": [-14.533, -14.453],
  "total_charge": 2,
  "total_energy_ev": -79381.871,
  "gap_ha": [0.2835, 0.2864]
}